# C3H4BrClO2

A single C3H4BrClO2 molecule in a non-equilibrium geometry (the ωB97M-V functional and the def2-TZVPD basis, OMol25).

As for the SMILES: CC(=O)O[C@@H](Cl)Br. As for the highest occupied orbital energy: -10.61 eV. As for the energy above the lowest of the compared OMol25 structures with the same formula, charge and spin: 58.6 kJ/mol. The calculation puts the molar mass at 187.4 g/mol. The value obtained for the frontier orbital gap is 11.0539 eV. As for the electronic energy: -89834.54075 eV.

XYZ file:
```
11
Properties=species:S:1:pos:R:3:forces:R:3:mulliken_charge:R:1
C 0.416684 -0.302848 -1.013908 1.0 0.8 -1.0 0.551
C -0.262466 1.036368 -1.275919 -2.3 -1.6 4.4 -0.770
C 2.696814 -0.555968 0.268669 0.8 -1.8 -0.6 0.000
O 1.513859 -0.052046 -0.169401 -0.1 1.0 1.1 -0.201
O 0.179322 -1.314313 -1.568442 0.0 -0.8 0.4 -0.449
Cl 3.353052 -1.857454 -0.786718 0.2 0.2 -0.8 -0.150
Br 4.039446 0.882190 0.474538 -0.7 -0.4 -0.1 -0.125
H -1.313998 0.756989 -1.605860 1.2 0.7 0.7 0.272
H 0.200533 1.478765 -2.081118 1.3 1.4 -1.5 0.269
H -0.209831 1.607713 -0.218009 -0.3 -0.8 -2.9 0.282
H 2.773067 -1.193376 1.162654 -1.1 1.3 0.4 0.321
```
Positions in Å, forces in eV/Å.